Formula: C28H45O20P
Source: the OMol25 dataset
Level of theory: the ωB97M-V functional and the def2-TZVPD basis

```
94
Properties=species:S:1:pos:R:3:lowdin_charge:R:1
C 3.48 -1.74 1.55 -0.064
C 2.27 -2.23 0.77 -0.256
O 1.30 -2.93 1.53 -0.153
C 0.61 -2.16 2.48 -0.171
C -0.52 -1.30 1.89 -0.121
O -0.56 -0.01 2.53 -0.040
C -0.29 1.05 1.69 -0.346
C 1.15 1.19 1.16 -0.080
C 1.24 2.73 0.99 -0.288
P 2.84 3.31 1.64 0.780
O 3.79 2.19 1.86 -0.430
C 0.00 3.24 1.71 -0.496
O -0.52 4.31 1.62 0.146
O -0.45 2.23 2.50 0.092
H 3.22 -1.04 2.35 0.065
H 4.12 -1.19 0.87 0.083
H 4.06 -2.57 1.95 0.080
H 2.62 -2.95 0.02 0.123
H 1.82 -1.41 0.20 0.097
H 1.25 -1.52 3.09 0.119
H 0.16 -2.88 3.17 0.127
H -1.47 -1.76 2.15 0.128
H -0.45 -1.20 0.80 0.119
H -0.98 1.12 0.84 0.176
H 1.31 0.75 0.17 0.121
H 1.81 0.80 1.93 0.103
H 1.13 2.96 -0.07 0.119
H 2.54 4.02 2.82 0.032
H 3.33 4.24 0.72 0.005
C -0.65 -5.69 -1.37 -0.005
C -1.13 -4.46 -0.63 -0.295
C -2.56 -4.51 -0.13 -0.077
O -2.90 -3.10 -0.10 0.055
C -2.16 -2.49 -1.04 -0.581
O -2.32 -1.36 -1.39 0.129
O -1.20 -3.30 -1.51 0.087
H -1.47 -6.36 -1.62 0.084
H -0.16 -5.40 -2.30 0.088
H 0.07 -6.24 -0.77 0.085
H -0.44 -4.20 0.18 0.140
H -2.67 -4.95 0.85 0.147
H -3.23 -5.01 -0.83 0.129
C 7.87 1.71 4.21 -0.012
C 7.89 0.64 3.13 -0.314
C 6.85 0.79 2.04 -0.092
O 6.67 -0.57 1.61 0.051
C 6.96 -1.37 2.66 -0.571
O 6.74 -2.54 2.71 0.157
O 7.53 -0.65 3.66 0.080
H 6.97 2.32 4.15 0.082
H 7.91 1.25 5.20 0.089
H 8.73 2.37 4.11 0.081
H 8.89 0.55 2.70 0.154
H 7.17 1.41 1.21 0.141
H 5.89 1.16 2.42 0.106
C -8.96 -3.35 -0.07 -0.006
C -7.61 -3.74 0.49 -0.300
C -6.41 -3.28 -0.30 -0.076
O -5.43 -4.27 0.05 0.029
C -6.09 -5.41 0.37 -0.568
O -5.56 -6.47 0.53 0.155
O -7.41 -5.17 0.48 0.088
H -8.87 -2.96 -1.09 0.083
H -9.62 -4.21 -0.09 0.089
H -9.42 -2.57 0.53 0.083
H -7.52 -3.42 1.54 0.155
H -6.05 -2.29 -0.04 0.148
H -6.57 -3.33 -1.38 0.119
C -3.36 0.98 -4.83 -0.008
C -3.79 -0.29 -4.12 -0.304
C -3.82 -1.55 -4.95 -0.085
O -4.82 -2.33 -4.28 0.064
C -5.66 -1.47 -3.67 -0.565
O -6.69 -1.79 -3.16 0.141
O -5.18 -0.21 -3.70 0.090
H -3.31 0.84 -5.92 0.080
H -4.05 1.79 -4.63 0.089
H -2.36 1.29 -4.51 0.084
H -3.20 -0.44 -3.21 0.122
H -2.87 -2.08 -4.97 0.141
H -4.16 -1.36 -5.97 0.136
C 3.04 8.97 -0.27 -0.010
C 3.15 7.85 -1.29 -0.307
C 2.05 7.78 -2.32 -0.085
O 2.04 6.39 -2.66 0.075
C 2.49 5.71 -1.59 -0.562
O 2.43 4.52 -1.47 0.133
O 3.01 6.55 -0.67 0.067
H 2.07 9.45 -0.30 0.084
H 3.19 8.58 0.74 0.091
H 3.80 9.73 -0.45 0.084
H 4.13 7.86 -1.78 0.157
H 2.24 8.39 -3.21 0.141
H 1.07 8.04 -1.91 0.140
```

Computed properties:
E_LUMO = 0.4 eV
gap between HOMO and LUMO = 10.0 eV
structure (SMILES) = CCOCCO[C@@H]1C[C@H]([PH2]=O)C(=O)O1.C[C@@H]1COC(=O)O1.C[C@@H]1COC(=O)O1.C[C@@H]1COC(=O)O1.C[C@@H]1COC(=O)O1.C[C@@H]1COC(=O)O1
net charge = 0